(i)
C10H40N10O10 | the ωB97M-V functional and the def2-TZVPD basis

Values from the calculation:
**Orbital gap**: 9.09 eV
**LUMO level**: 0.0 eV

Each line ends with the Mulliken charge.
Geometry (Å):
C -2.6283 1.8539 -2.1255  0.146
O -3.4102 2.0981 -3.2138  -0.815
N -1.8143 0.8984 -2.0249  -0.260
N -2.6633 2.7216 -1.2069  -0.283
H -1.9346 0.1340 -2.7781  0.133
H -0.9844 0.9049 -1.3693  0.242
H -3.2546 3.6024 -1.3768  0.373
H -2.1110 2.7427 -0.3407  0.266
C 1.0657 0.3228 -0.5414  0.229
O 2.0761 0.4215 -1.5077  -0.879
N 0.2045 1.2187 -0.3700  0.313
N 0.9893 -0.6163 0.3551  0.801
H 0.3278 1.9783 -1.0849  -0.168
H -0.4622 1.3653 0.3211  0.108
H 1.7186 -1.3867 0.3789  -0.154
H 0.1194 -0.7683 0.8204  0.079
C -1.1267 -2.4874 3.7537  0.504
O -2.2940 -3.0999 3.2967  -0.759
N -0.1295 -2.5588 3.0150  -0.116
N -0.9115 -2.0639 4.9791  -0.409
H -0.5147 -2.8905 2.1224  0.225
H 0.7970 -2.1516 3.1479  0.140
H -1.8040 -2.1406 5.4967  0.280
H -0.0349 -1.9822 5.5080  0.212
C 0.5106 4.0877 -1.9462  0.510
O 1.6214 4.8616 -1.5657  -0.849
N 0.5938 2.9225 -2.3241  -0.346
N -0.6791 4.5571 -1.8216  -0.315
H 1.5096 2.4851 -2.4919  0.274
H -0.2654 2.5298 -2.7006  0.346
H -0.7847 5.4462 -1.3480  0.251
H -1.5944 4.0180 -1.9077  0.267
C -2.9689 0.1406 1.2776  0.407
O -2.1070 1.2705 1.4183  -0.814
N -3.6890 -0.2669 2.2398  -0.152
N -3.3268 -0.2520 0.1181  -0.268
H -3.6585 0.0679 3.2038  0.305
H -4.4098 -0.9622 2.0858  0.173
H -2.7802 0.1649 -0.6743  0.033
H -3.9325 -1.0798 -0.1073  0.308
C 1.0857 -1.4065 -4.2967  -0.061
O 0.0757 -2.3178 -4.6575  -0.548
H 0.6110 -0.7698 -3.5915  -0.172
H 1.4918 -0.7772 -5.1689  0.286
H 1.8769 -1.8557 -3.7519  0.223
H 0.1994 -3.1771 -4.2565  0.307
C 2.1063 3.0366 1.4096  -0.243
O 2.0504 4.4084 1.2868  -0.592
H 1.1372 2.4704 1.4028  0.083
H 2.6266 2.8160 2.4540  0.148
H 2.6330 2.6935 0.5593  0.239
H 2.0030 4.6561 0.3705  0.379
C -1.2149 -2.5894 -0.9959  -0.350
O -1.1411 -2.3133 0.3874  -0.324
H -0.2404 -2.7416 -1.5494  -0.064
H -1.7828 -1.7893 -1.3886  0.151
H -1.7591 -3.5555 -1.1494  0.343
H -2.0111 -1.9635 0.5876  0.119
C 3.3777 -0.3742 2.4149  -0.508
O 2.0184 -0.0511 2.7036  -0.670
H 3.5513 0.0752 1.4163  0.236
H 3.4447 -1.4951 2.3082  0.069
H 4.0274 -0.0067 3.2007  0.321
H 1.5388 -0.0463 1.8771  0.373
C 2.9148 -3.5540 -0.4174  -0.503
O 2.1472 -3.1165 0.6935  -0.446
H 3.0353 -4.6565 -0.4408  0.281
H 3.9346 -3.1502 -0.3674  0.310
H 2.4986 -3.0893 -1.2683  0.030
H 2.5040 -3.4671 1.5171  0.245



(ii)
C10H40N10O10 | the ωB97M-V functional and the def2-TZVPD basis

Values from the calculation:
**Orbital gap**: 9.91 eV
**LUMO level**: 0.6 eV

Each line ends with the Mulliken charge.
Geometry (Å):
C -1.2202 -2.7811 -0.7117  0.650
O -0.7290 -3.7748 -0.1940  -0.827
N -2.0135 -2.8109 -1.8871  -0.387
N -1.1044 -1.5851 -0.1682  0.444
H -2.3978 -1.9598 -2.2382  0.088
H -2.2105 -3.6488 -2.3414  0.199
H -0.4130 -1.3214 0.5525  -0.077
H -1.5551 -0.7871 -0.5866  -0.202
C -2.3177 1.2100 -2.2535  0.724
O -3.4772 1.5770 -2.0175  -0.802
N -1.1296 1.4201 -1.6540  0.166
N -2.2015 0.3971 -3.3964  -0.454
H -0.2834 1.3716 -2.1662  0.256
H -1.0790 1.7358 -0.7182  -0.043
H -1.2688 0.3612 -3.8337  0.164
H -3.0029 0.4809 -4.0467  0.254
C 2.3590 3.6364 0.1434  0.510
O 2.4963 3.6639 1.3743  -0.766
N 1.7830 4.7195 -0.4937  -0.417
N 2.8034 2.6870 -0.6657  -0.366
H 2.1461 4.8596 -1.4447  0.212
H 1.5342 5.5153 0.0675  0.251
H 2.2007 2.4829 -1.4600  0.335
H 2.9534 1.8535 -0.0355  0.276
C 0.4746 -2.7962 3.1396  0.408
O 1.1352 -2.4554 4.0671  -0.743
N 0.7257 -3.8772 2.3435  -0.309
N -0.6205 -2.0951 2.7911  -0.188
H 0.2282 -3.9547 1.4468  0.339
H 1.6053 -4.3412 2.4934  0.244
H -1.3749 -2.5861 2.2795  0.093
H -0.8962 -1.5007 3.5704  0.214
C 2.9417 0.0699 2.1096  0.418
O 3.0513 0.1596 0.8548  -0.732
N 3.3327 -1.0406 2.7432  -0.536
N 2.4334 1.0435 2.8853  -0.298
H 3.3561 -1.7842 2.0709  0.268
H 2.8284 -1.3467 3.5975  0.313
H 2.9594 1.0308 3.7384  0.279
H 2.3473 2.0045 2.4746  0.186
C -3.9249 -4.6844 1.0351  -0.686
O -3.6466 -3.3144 1.3512  -0.469
H -4.1637 -5.1973 1.9475  0.349
H -4.6509 -4.7826 0.2646  0.280
H -3.0195 -5.1713 0.7080  0.239
H -4.3537 -2.9865 1.9512  0.285
C -3.1869 4.5444 -0.0863  -0.611
O -3.5809 3.2186 0.1038  -0.496
H -2.7932 4.9717 0.8489  0.229
H -2.3761 4.5834 -0.8374  0.241
H -4.0353 5.1517 -0.3874  0.273
H -3.7078 2.6629 -0.6708  0.374
C 3.8781 -1.7613 -1.7985  -0.867
O 2.6335 -1.0396 -1.6192  -0.552
H 3.7666 -2.7880 -1.4627  0.268
H 4.2182 -1.6471 -2.8179  0.298
H 4.6176 -1.3158 -1.1409  0.353
H 2.7011 -0.6559 -0.6846  0.503
C 2.4474 1.5101 -3.8119  -0.883
O 1.3302 1.1320 -3.0104  -0.619
H 2.3207 1.1631 -4.7959  0.291
H 2.5040 2.5489 -3.8336  0.367
H 3.3340 1.0022 -3.3857  0.268
H 1.6653 0.3796 -2.4696  0.432
C -1.7344 1.1238 2.1566  -0.824
O -0.6618 1.0771 1.1965  -0.100
H -1.4729 0.5973 3.0019  0.337
H -2.0418 2.1227 2.5024  0.306
H -2.6790 0.6660 1.7152  0.242
H 0.2130 1.0556 1.5994  0.028



Most stable: (ii) (next structure +886.8 kJ/mol)



(i)
C5H16NO | the ωB97M-V functional and the def2-TZVPD basis

Values from the calculation:
**Net charge**: +1
**Orbital gap**: 11.82 eV
**LUMO level**: -3.3 eV

Each line ends with the Mulliken charge.
Geometry (Å):
C -0.6600 1.1160 -1.3632  -1.524
C -0.6155 -0.1083 -0.4934  -0.070
C 0.6600 -0.9285 -0.4402  0.564
C 0.8528 -1.7031 -1.7589  -1.607
C 1.9383 -0.0991 -0.1041  -1.412
N -0.9464 0.2180 0.9988  -0.351
H -0.3654 0.7754 -2.3803  0.363
H -0.0378 1.9836 -1.1769  0.376
H -1.6437 1.5225 -1.5915  0.458
H -1.4336 -0.7366 -0.8193  0.412
H 0.5811 -1.7313 0.2930  0.325
H 1.4261 -2.6117 -1.5569  0.434
H 1.5082 -1.2672 -2.5261  0.362
H -0.1133 -1.9340 -2.1936  0.369
H 2.8657 -0.6518 -0.1838  0.417
H 1.7989 0.1149 0.9677  0.354
H 1.9814 0.8284 -0.6564  0.321
H -0.5213 1.1123 1.2308  0.416
H -0.7965 -0.5113 1.6927  0.350
H -1.9552 0.3655 1.0768  0.427
H -1.6816 0.6879 3.9025  0.312
H -1.3503 2.1643 3.8264  0.313
O -1.4919 1.3940 3.2559  -0.608



(ii)
C5H16NO | the ωB97M-V functional and the def2-TZVPD basis

Values from the calculation:
**Net charge**: +1
**Orbital gap**: 11.52 eV
**LUMO level**: -3.3 eV

Each line ends with the Mulliken charge.
Geometry (Å):
C -0.5093 -1.7613 -0.9005  -0.625
C -0.2262 -0.4836 -1.7031  -0.802
C 0.1527 0.7445 -0.8710  -0.643
C 1.2871 0.4865 0.1146  -0.195
C 2.0652 1.7238 0.5727  -1.241
N -1.3936 -1.4944 0.2735  -0.169
H 0.4300 -2.2002 -0.5870  0.369
H -1.0511 -2.4261 -1.5610  0.376
H 0.5156 -0.7899 -2.4274  0.353
H -1.1129 -0.2066 -2.2867  0.373
H 0.5170 1.5155 -1.5385  0.460
H -0.7636 1.1614 -0.4403  0.245
H 0.8988 -0.0040 1.0226  0.170
H 1.9268 -0.3298 -0.2180  0.429
H 3.1357 1.5293 0.5620  0.316
H 1.9002 2.0625 1.5976  0.314
H 1.8204 2.5436 -0.1027  0.325
H -1.5944 -2.3374 0.8192  0.384
H -1.0430 -0.7689 0.9300  0.186
H -2.2532 -1.0788 -0.0932  0.384
H -1.2776 1.3414 1.9303  0.332
H -1.6497 0.2632 2.9186  0.329
O -1.7749 0.5091 1.9883  -0.671



(iii)
C5H16NO | the ωB97M-V functional and the def2-TZVPD basis

Values from the calculation:
**Net charge**: +1
**Orbital gap**: 11.81 eV
**LUMO level**: -3.2 eV

Each line ends with the Mulliken charge.
Geometry (Å):
C -1.8711 -0.2600 1.5968  -1.337
C -0.8378 -0.2789 0.4737  0.210
C 0.5862 -0.4420 1.0093  -0.807
C 1.8571 -0.1575 0.2200  -0.477
C 2.3706 -1.2641 -0.7334  -1.163
N -0.8159 1.1756 -0.0544  -0.310
H -2.8781 -0.1237 1.1935  0.396
H -1.6807 -1.2098 2.1228  0.365
H -1.6552 0.3608 2.4788  0.392
H -1.0860 -0.8365 -0.4383  0.331
H 0.5250 -1.5430 1.1681  0.397
H 0.6059 -0.0276 2.0197  0.405
H 2.6468 0.0431 0.9466  0.309
H 1.8164 0.6962 -0.4685  0.334
H 2.8448 -1.9987 -0.0713  0.302
H 3.1545 -0.9741 -1.4323  0.380
H 1.4855 -1.6738 -1.2364  0.280
H -1.6196 1.4803 -0.6766  0.376
H -0.6452 1.8513 0.6852  0.348
H -0.0519 1.1164 -0.7264  0.308
H -1.0693 1.5558 -3.2897  0.310
H -2.2359 0.9726 -2.3835  0.322
O -1.4461 1.5377 -2.4037  -0.669



Most stable: (ii) (next structure +9.9 kJ/mol)



(i)
C3H9S | the ωB97M-V functional and the def2-TZVPD basis

Values from the calculation:
**Net charge**: -1
**Orbital gap**: 6.07 eV
**LUMO level**: 3.7 eV

Each line ends with the Mulliken charge.
Geometry (Å):
S 2.9699 1.4422 1.8083  -0.890
H 4.2153 0.9380 1.8426  -0.072
C -0.1383 -0.0035 0.8086  -1.108
C -0.3980 0.2820 -0.6640  -0.066
C -1.2815 -0.7753 -1.2952  -1.123
H 0.6389 -0.7503 0.9548  0.305
H -1.0225 -0.4795 1.2728  0.327
H 0.0817 0.8956 1.3669  0.254
H 0.5262 0.4809 -1.2026  0.272
H -0.9716 1.2228 -0.6462  0.190
H -0.9206 -1.7797 -1.0663  0.297
H -2.2633 -0.7556 -0.8031  0.288
H -1.4362 -0.7177 -2.3767  0.326



(ii)
C3H9S | the ωB97M-V functional and the def2-TZVPD basis

Values from the calculation:
**Net charge**: -1
**Orbital gap**: 5.64 eV
**LUMO level**: 3.7 eV

Each line ends with the Mulliken charge.
Geometry (Å):
C 1.0525 0.7708 1.3211  -0.870
C 1.2837 0.0594 -0.0114  -0.733
H 0.0493 0.6070 1.7203  0.281
H 1.1489 1.8510 1.1973  0.266
H 1.7011 0.4711 2.1441  0.304
H 0.6218 0.4557 -0.7642  0.162
H 2.3237 0.2422 -0.3069  0.343
H 1.2311 -1.0090 0.1526  0.270
C -1.7266 -0.6828 -1.0626  -0.769
S -3.5639 -0.6915 -1.2506  -0.745
H -1.4843 -0.8347 -0.0132  0.107
H -1.2558 -1.4874 -1.6303  0.243
H -1.3814 0.2483 -1.4962  0.142



Most stable: (i) (next structure +48.0 kJ/mol)



(i)
C7H6N2O2 | the ωB97M-V functional and the def2-TZVPD basis

Values from the calculation:
**Orbital gap**: 8.63 eV
**LUMO level**: -0.2 eV

Each line ends with the Mulliken charge.
Geometry (Å):
C -0.9442 -0.5830 1.8248  -1.503
C -0.2525 -0.1168 0.6134  1.124
C 0.9215 0.6979 0.7861  -0.523
C 1.7221 1.1051 -0.3229  0.518
C 0.2015 -0.0095 -1.6728  0.019
C -1.6849 -1.2432 -1.2720  -0.903
C -0.6830 -0.4618 -0.6306  0.938
H -0.2917 -1.0140 2.5776  0.369
H -1.3375 0.2588 2.3966  0.335
H -1.7615 -1.2985 1.5561  0.316
H 1.1604 1.1333 1.7471  0.242
H 3.0246 2.1645 0.6436  0.370
H -2.5986 -1.6719 -1.0124  0.470
N -0.2482 -0.4057 -2.8100  -0.495
N -1.4425 -1.1289 -2.5925  -0.507
O 2.8772 1.7959 -0.3022  -0.497
O 1.3371 0.7777 -1.5298  -0.273



(ii)
C7H6N2O2 | the ωB97M-V functional and the def2-TZVPD basis

Values from the calculation:
**Orbital gap**: 8.79 eV
**LUMO level**: -0.2 eV

Each line ends with the Mulliken charge.
Geometry (Å):
C -1.4200 -0.4296 -1.6482  -1.462
C -0.5024 -0.0742 -0.4867  0.752
C -0.9870 0.7808 0.5320  -0.226
C -0.2628 1.1180 1.5815  0.621
C 1.4527 -0.2233 0.9682  0.105
C 1.8014 -1.3461 -0.8740  -0.776
C 0.7522 -0.5440 -0.2549  0.912
H -2.2581 -1.0076 -1.2214  0.320
H -0.9413 -1.0767 -2.4295  0.331
H -1.8319 0.4308 -2.1153  0.372
H -1.9006 1.3974 0.2647  0.120
H -1.4433 2.3619 2.1949  0.324
H 1.7915 -1.8163 -1.8601  0.405
N 2.6711 -0.6578 1.0943  -0.606
N 2.8503 -1.3416 -0.1754  -0.444
O -0.6326 1.9527 2.5200  -0.483
O 0.8608 0.4758 1.9101  -0.266



Most stable: (ii) (next structure +18.9 kJ/mol)